Run w
Entry from the Open Molecules 2025 dataset: a 2-piece molecular cluster, CH2N3O2 overall (the ωB97M-V functional and the def2-TZVPD basis).

Structure (ORCA input):
```
! RIJCOSX wB97M-V def2-TZVPD def2/J DEFGRID3
* xyz 1 1
C -1.133 0.412 -0.010
N 3.240 -0.313 0.183
N 2.213 0.028 0.004
N -1.651 -0.627 0.063
O -1.938 -1.719 0.162
O 1.100 0.344 -0.154
H -0.700 0.772 -0.939
H -1.131 1.104 0.691
*
```

For the molecular weight, the calculation gives 88.0 g/mol. The HOMO energy comes out at -0.6103 Ha. Its LUMO energy is -7.8 eV.

Run x
Entry from the Open Molecules 2025 dataset: an isolated ion of composition CH2N3O2 and charge +1 (the ωB97M-V functional and the def2-TZVPD basis).

Structure (ORCA input):
```
! RIJCOSX wB97M-V def2-TZVPD def2/J DEFGRID3
* xyz 1 1
C 1.878 0.838 -0.217
N 0.532 -0.897 0.244
N 0.471 0.290 0.021
N 1.856 2.207 -0.688
O 2.819 0.309 0.318
O 2.444 2.802 -1.473
H -0.370 -1.520 0.518
H -0.479 0.851 -0.009
*
```

The structure (SMILES) is [H]/N=[NH+]/C(=O)N=O. For the molecular weight, the calculation gives 88.0 g/mol. The HOMO energy (spin up / spin down) comes out at -0.5497 / -0.5425 Ha. Its LUMO energy (spin up / spin down) is -7.6 / -7.6 eV.

In terms of stability, run x leads; the second structure lies 5.9 kcal/mol higher.

Run w
Entry from the Open Molecules 2025 dataset: one molecule with the formula C2H5FN2 (the ωB97M-V functional and the def2-TZVPD basis).

Structure (ORCA input):
```
! RIJCOSX wB97M-V def2-TZVPD def2/J DEFGRID3
* xyz 0 1
C -0.112 -0.451 -1.030
C -0.647 0.890 -0.677
H 0.012 -0.075 1.471
H 0.440 -1.741 1.766
H -0.133 -0.893 -1.984
H -0.731 1.714 -1.378
H -1.650 0.684 -0.149
N 0.379 -0.915 1.180
N 0.344 -1.271 -0.106
F 0.172 1.442 0.333
*
```

The structure (SMILES) is N/N=C\CF. For the molecular weight, the calculation gives 76.1 g/mol. The HOMO energy comes out at -0.3192 Ha. Its LUMO energy is 1.1 eV.

Run x
Entry from the Open Molecules 2025 dataset: one molecule with the formula C2H5FN2 (the ωB97M-V functional and the def2-TZVPD basis).

Structure (ORCA input):
```
! RIJCOSX wB97M-V def2-TZVPD def2/J DEFGRID3
* xyz 0 1
C 0.054 1.075 -0.074
C -1.205 0.369 0.216
H 2.238 -0.979 -0.212
H 0.538 -1.289 0.085
H 0.107 2.177 -0.314
H -1.422 0.567 1.339
H -1.940 0.928 -0.444
N 1.373 -0.737 0.208
N 1.173 0.549 -0.129
F -1.160 -0.973 -0.206
*
```

The structure (SMILES) is N/N=C\CF. For the molecular weight, the calculation gives 76.1 g/mol. The HOMO energy comes out at -0.3290 Ha. Its LUMO energy is 1.1 eV.

In terms of stability, run w leads; the second structure lies 2.4 kcal/mol higher.

Run w
Entry from the Open Molecules 2025 dataset: a 2-piece molecular cluster, C3HF3O overall (the ωB97M-V functional and the def2-TZVPD basis).

Structure (ORCA input):
```
! RIJCOSX wB97M-V def2-TZVPD def2/J DEFGRID3
* xyz 0 1
C -1.184 0.908 -1.276
C -1.730 0.304 -0.391
C 1.386 -0.698 0.867
O 0.215 -0.611 1.115
F -0.478 1.264 -2.315
F -2.608 -0.084 0.463
F 2.307 0.286 1.164
H 2.092 -1.369 0.373
*
```

The structure (SMILES) is FC#CF.O=CF. For the molecular weight, the calculation gives 110.0 g/mol. The HOMO energy comes out at -0.3773 Ha. Its LUMO energy is 0.7 eV.

Run x
Entry from the Open Molecules 2025 dataset: a 2-piece molecular cluster, C3HF3O overall (the ωB97M-V functional and the def2-TZVPD basis).

Structure (ORCA input):
```
! RIJCOSX wB97M-V def2-TZVPD def2/J DEFGRID3
* xyz 0 1
C 0.277 0.696 -0.006
C -0.080 1.835 0.010
C -2.545 -0.407 0.091
O -2.208 -1.279 0.777
F -0.569 3.019 0.017
F -3.078 0.735 0.469
F -2.491 -0.372 -1.223
H 0.662 -0.277 -0.018
*
```

The structure (SMILES) is O=C(F)F.C#CF. For the molecular weight, the calculation gives 110.0 g/mol. The HOMO energy comes out at -0.4020 Ha. Its LUMO energy is 0.7 eV.

In terms of stability, run x leads; the second structure lies 39.6 kcal/mol higher.